# 1
Density functional theory data (ωB97M-V with the def2-TZVPD basis set) for a molecular structure, C33H41AsBN7Tl.

The geometry in XYZ format:
```
84
Properties=species:S:1:pos:R:3
Tl -0.11230 0.22830 -0.35950
B -1.34030 -2.81440 2.15830
N -0.68560 -1.52630 2.66570
C -0.69070 -1.19740 3.96370
C 0.14010 -0.10870 4.15170
C 0.61910 0.17030 2.87520
N 0.11290 -0.69620 1.99270
N -1.70180 -2.82710 0.67310
C -2.31330 -3.87950 0.10890
C -2.55330 -3.59220 -1.21870
C -2.03860 -2.30840 -1.37860
N -1.52630 -1.86700 -0.22950
H -2.35010 -2.98520 2.77520
H -0.56320 -3.71300 2.36850
H -1.26940 -1.75060 4.67490
H 0.36430 0.39930 5.06740
H 1.31120 0.92880 2.55240
H -2.54490 -4.75190 0.68280
H -3.02330 -4.20680 -1.95800
H -2.01230 -1.68830 -2.25570
C 5.25690 -4.61660 -4.88380
C 4.79520 -3.89010 -3.66080
C 3.44890 -3.61410 -3.45750
C 3.02610 -2.87460 -2.36240
C 1.57080 -2.59480 -2.15210
C 3.98280 -2.38710 -1.46940
As 3.34190 -0.95340 -0.20270
N 3.05750 0.56090 -0.91020
C 2.95310 1.09360 -2.14430
C 2.39760 2.38530 -2.27650
C 2.42910 3.04300 -3.48630
C 3.00440 2.43700 -4.59790
C 3.54800 1.16310 -4.48930
C 3.51190 0.49120 -3.28850
C 4.51240 -0.35880 1.27730
C 4.28820 -0.87900 2.55000
C 3.27940 -1.94600 2.82640
C 5.05310 -0.40130 3.60840
C 6.02220 0.57100 3.42900
C 6.79150 1.09890 4.59690
C 6.25090 1.04470 2.14070
C 5.50650 0.60570 1.05520
C 5.81870 1.16120 -0.30240
C 5.32220 -2.75710 -1.57530
C 6.33130 -2.41010 -0.52390
C 5.70630 -3.48900 -2.69300
H 4.41080 -4.90140 -5.50410
H 5.80950 -5.51620 -4.61620
H 5.92250 -3.97180 -5.45880
H 2.72150 -3.98440 -4.16670
H 0.95960 -3.25970 -2.75640
H 1.33610 -1.56510 -2.44110
H 1.30080 -2.73280 -1.10070
H 1.97380 2.84680 -1.39770
H 2.01480 4.03690 -3.57950
H 3.04740 2.95760 -5.54190
H 4.00810 0.69450 -5.34630
H 3.96010 -0.49040 -3.19410
H 2.76980 -2.25970 1.91060
H 2.53030 -1.58250 3.52800
H 3.75970 -2.81120 3.28020
H 4.88120 -0.80310 4.59530
H 6.47810 0.61010 5.51560
H 6.62500 2.17020 4.69570
H 7.85950 0.93900 4.46070
H 7.03140 1.77610 1.97350
H 6.85870 1.47430 -0.36040
H 5.19770 2.03620 -0.50230
H 5.63210 0.42500 -1.08670
H 5.83280 -2.18130 0.41820
H 6.93240 -1.54930 -0.81990
H 7.00900 -3.24520 -0.35870
H 6.74690 -3.75580 -2.81050
C -2.71570 4.19300 -2.84120
N -2.76900 4.14410 -1.39670
C -3.30770 5.28730 -0.69480
C -2.31750 3.11180 -0.76250
N -1.89540 2.18480 -0.21840
H -2.11740 5.05140 -3.15700
H -3.71940 4.29230 -3.26410
H -2.26010 3.28250 -3.22850
H -2.71780 6.17830 -0.92260
H -3.27790 5.11140 0.37760
H -4.34530 5.46320 -0.98760
```

Summary:
E_LUMO (spin up / spin down) ... -5.363 / -5.279 eV
Kohn-Sham gap (spin up / spin down) ... 4.6 / 4.7 eV
Charge ... +1
E ... -111517.8605 eV

# 2
Density functional theory data (ωB97M-V with the def2-TZVPD basis set) for a molecular structure, C33H41AsGaN4O5S2.

The geometry in XYZ format:
```
87
Properties=species:S:1:pos:R:3
Ga -0.18554 1.52532 -0.20726
O 1.74912 0.67562 -0.56525
N 2.70299 1.57912 -0.42781
C 3.85107 1.22425 0.19931
C 4.84584 2.13905 0.40375
C 4.66416 3.44581 -0.06111
C 3.49392 3.78140 -0.69885
C 2.47487 2.83800 -0.87357
S 0.95674 3.15153 -1.59721
H 3.88685 0.18730 0.51110
H 5.74730 1.83848 0.92114
H 5.43517 4.19120 0.08935
H 3.31167 4.78514 -1.05856
O -0.94209 -0.40371 1.71907
N -0.68923 -0.45384 0.48182
C 3.64049 -0.62349 3.55047
C 2.84279 -1.59640 2.71017
C 3.11606 -2.96460 2.76137
C 2.39835 -3.85281 1.97832
C 2.70763 -5.33280 1.99511
C 1.39662 -3.36956 1.13357
C 1.12735 -2.00864 1.03230
C 1.86004 -1.13453 1.84997
N 0.17578 -1.48869 0.11868
C -0.07356 -2.02676 -1.25302
C -1.11553 -3.16295 -1.20431
C -1.37762 -3.69765 -2.61977
C -0.06143 -4.19694 -3.23128
C 0.93950 -3.03633 -3.31702
C 0.35925 -1.91924 -4.18894
C -0.94213 -1.42584 -3.55598
C -1.95227 -2.57735 -3.49450
C -0.67193 -0.91282 -2.13967
C 1.22776 -2.50431 -1.90738
H 3.86065 -1.03951 4.53525
H 3.10109 0.31388 3.68600
H 4.59674 -0.39085 3.07267
H 3.89144 -3.33407 3.42914
H 3.24930 -5.61576 2.89877
H 3.32810 -5.59664 1.13377
H 1.79310 -5.92581 1.93544
H 0.81912 -4.08994 0.56810
H 1.65821 -0.07627 1.80029
H -2.03937 -2.75929 -0.77466
H -0.77889 -3.97716 -0.56093
H -2.08933 -4.52306 -2.55944
H -0.24865 -4.60140 -4.23134
H 0.35655 -5.00616 -2.62176
H 1.87217 -3.39525 -3.75586
H 0.16768 -2.29284 -5.20002
H 1.07782 -1.09602 -4.26956
H -1.35998 -0.60627 -4.14390
H -2.14593 -2.95513 -4.50318
H -2.89894 -2.21923 -3.07672
H -1.60750 -0.56483 -1.71299
H 0.02757 -0.06559 -2.18846
H 1.93167 -1.66521 -1.94663
H 1.69265 -3.29532 -1.32153
C -0.05897 0.84436 4.08012
As -0.26359 1.93668 2.48647
C 0.72675 3.54497 2.99979
C -2.06270 2.58612 2.84468
H 0.10335 1.48440 4.94757
H 0.74942 0.12815 3.97795
H -0.98804 0.28852 4.18223
H 0.44098 3.88186 3.99660
H 0.48985 4.31913 2.26675
H 1.79994 3.35691 2.97129
H -2.22803 2.60540 3.91971
H -2.79002 1.92059 2.37662
H -2.17489 3.58766 2.43690
O -1.43789 3.74532 0.23258
C -2.33750 3.11792 -0.33066
N -2.13421 1.86745 -0.83477
S -3.51432 1.20944 -1.46897
O -3.92758 0.07218 -0.70380
O -3.37401 1.05571 -2.88685
C -4.52446 2.61981 -1.09398
C -5.87469 2.80735 -1.31698
C -6.42396 4.01904 -0.91553
C -5.63609 5.00273 -0.31646
C -4.27850 4.79493 -0.09916
C -3.73969 3.58626 -0.49240
H -6.47636 2.03599 -1.78713
H -7.48042 4.20085 -1.07087
H -6.09023 5.93839 -0.01132
H -3.64945 5.54670 0.36315
```

Summary:
E_LUMO (spin up / spin down) ... 0.134 / 0.027 eV
Kohn-Sham gap (spin up / spin down) ... 6.4 / 7.6 eV
⟨S²⟩ ... 0.756
E ... -185968.3209 eV
Multiplicity ... 2

# 3
Density functional theory data (ωB97M-V with the def2-TZVPD basis set) for a molecular structure, C33H41B3Br60O3.

The geometry in XYZ format:
```
140
Properties=species:S:1:pos:R:3
C 2.58822 5.97775 0.45198
C 1.53091 4.80230 0.70827
C 2.24599 3.39973 0.55714
C 3.55536 3.37099 1.49556
B 1.30620 2.14771 0.94969
O -0.03818 2.44126 1.32793
B -0.49597 1.51674 2.30032
O -0.16552 0.14458 2.14341
B 1.23390 0.03908 1.94339
C 2.11971 -0.96277 2.85258
C 3.67422 -0.81317 2.62072
C 4.34099 -1.80829 1.57649
C 3.41263 -2.23225 0.31772
C 3.60050 -1.53600 -0.96858
C 2.74847 -1.85560 -2.11873
C 1.67201 -2.85368 -2.04750
C 1.49662 -3.57288 -0.76063
C 2.35489 -3.24837 0.39394
O 1.81414 0.82036 0.88840
H 2.07683 6.90550 0.09509
H 3.34786 5.57294 -0.26545
H 3.10894 6.14574 1.43040
H 1.15742 4.84910 1.77569
H 0.64329 4.90689 0.02968
H 2.52772 3.24782 -0.53016
H 4.47860 3.55623 0.89391
H 3.39806 4.11356 2.32290
H 3.62858 2.36044 1.97563
H -1.13322 1.94802 3.20006
H 1.73804 -2.02038 2.80837
H 1.91987 -0.62367 3.91831
H 3.87167 0.25793 2.36413
H 4.16184 -1.04062 3.61546
H 5.23352 -1.24583 1.14013
H 4.79059 -2.68827 2.11264
H 4.38154 -0.75709 -1.11724
H 2.89937 -1.29142 -3.07819
H 0.98424 -3.11674 -2.87409
H 0.70439 -4.34281 -0.59908
H 2.22929 -3.76903 1.37260
C -3.81274 -1.58837 2.75751
Br -3.32184 -0.62158 4.35417
Br -2.25522 -2.14333 1.76696
Br -5.00539 -3.06384 3.13230
H -4.35785 -0.89435 2.12491
C 7.38576 -3.44786 -0.81004
Br 5.67121 -3.18317 0.05087
Br 8.79627 -3.70694 0.49472
Br 7.34403 -4.87123 -2.12550
H 7.61175 -2.53015 -1.34453
C -2.56170 -3.17263 -2.16492
Br -0.83443 -2.49108 -1.57400
Br -2.51261 -5.08480 -2.44935
Br -3.99367 -2.66021 -0.97070
H -2.77033 -2.71209 -3.12596
C -3.27323 -6.86088 -6.13333
Br -4.70234 -5.70655 -5.52551
Br -1.67485 -5.85667 -6.55579
Br -2.91658 -8.28075 -4.86903
H -3.60734 -7.33026 -7.05260
C -4.38839 3.37128 1.58323
Br -3.61328 4.51709 0.23298
Br -6.32073 3.42783 1.54727
Br -3.72036 1.56165 1.46311
H -4.07547 3.75919 2.54800
C -3.98582 -6.61183 5.37055
Br -2.30034 -6.67120 4.42361
Br -5.47813 -6.96888 4.19340
Br -3.98850 -7.77872 6.91297
H -4.10693 -5.59768 5.73851
C -8.47299 -4.12346 -5.35942
Br -9.49042 -5.76438 -5.26175
Br -9.57720 -2.62007 -5.87069
Br -7.51073 -3.77814 -3.71650
H -7.73131 -4.25459 -6.14102
C -8.99263 -2.80275 3.84503
Br -7.84882 -4.28005 4.35339
Br -8.16907 -1.09136 4.21722
Br -9.56230 -2.94014 2.00201
H -9.88463 -2.86588 4.45940
C -10.02021 5.35772 1.43984
Br -8.29583 6.04097 1.98725
Br -9.99249 3.43514 1.22040
Br -11.43192 5.92483 2.63515
H -10.23694 5.78538 0.46649
C 8.42888 0.07515 1.92616
Br 10.25869 0.53340 1.48483
Br 8.02364 0.43514 3.78250
Br 7.16057 0.93557 0.74011
H 8.32690 -0.99662 1.77994
C 1.70450 -1.30493 -6.44080
Br 2.20481 -0.33789 -4.84074
Br 3.24320 -1.81936 -7.49371
Br 0.56656 -2.81552 -6.02958
H 1.12005 -0.62354 -7.05112
C 1.32345 -7.98429 5.16105
Br 1.30308 -7.47039 7.02499
Br 1.82180 -6.50650 4.01500
Br 2.43613 -9.53607 4.85453
H 0.30810 -8.26326 4.89719
C 4.77702 -5.33604 -5.28888
Br 5.43943 -7.07888 -4.76920
Br 3.92227 -5.38054 -7.02552
Br 3.62683 -4.57268 -3.93766
H 5.63914 -4.68241 -5.37679
C 3.84722 1.91434 -9.32091
Br 2.15042 2.10938 -8.41010
Br 5.30440 1.65759 -8.07767
Br 3.78861 0.51694 -10.65768
H 4.03611 2.84677 -9.84401
C 2.57002 4.72666 5.80521
Br 4.30880 3.96349 5.43645
Br 2.32413 6.41883 4.90082
Br 1.14231 3.48507 5.40328
H 2.52937 4.92458 6.87126
C -2.27112 8.37200 2.31056
Br -1.50687 9.52528 0.95901
Br -4.20569 8.42540 2.29292
Br -1.60337 6.56321 2.16983
H -1.95140 8.75594 3.27367
C -13.37021 9.65246 4.00864
Br -14.42382 8.03437 4.12431
Br -14.41448 11.14302 3.35426
Br -12.50215 10.06439 5.68699
H -12.58580 9.46951 3.28120
C -8.08157 -0.29099 -1.96474
Br -7.66803 1.54327 -2.41908
Br -7.18039 -0.84800 -0.34693
Br -9.98892 -0.59470 -1.86143
H -7.70391 -0.91203 -2.77052
C 8.97640 2.54541 -10.65566
Br 9.35962 3.26770 -8.90215
Br 7.10281 2.11146 -10.85635
Br 9.60032 3.71316 -12.06615
H 9.52892 1.61588 -10.74460
C 11.19455 1.98109 6.36688
Br 10.82074 1.73303 8.24847
Br 10.04269 3.31800 5.57673
Br 13.06322 2.36598 6.04968
H 10.97503 1.04018 5.87203
```

Summary:
E_LUMO ... -0.355 eV
Kohn-Sham gap ... 8.0 eV
E ... -4245602.8676 eV

# 4
Density functional theory data (ωB97M-V with the def2-TZVPD basis set) for a molecular structure, C33H41BGe2IrN6S5.

The geometry in XYZ format:
```
89
Properties=species:S:1:pos:R:3
Ir 0.29682 0.40216 0.25817
C -0.83136 0.83970 -3.22399
C -0.83364 1.92566 -2.21281
C -1.29012 3.21550 -2.45784
C -1.02010 3.95274 -1.32536
C -1.26428 5.39708 -1.05154
N -0.43974 3.13416 -0.44036
N -0.33270 1.87857 -0.96160
B 0.19654 3.46499 0.90699
N 1.64567 2.94265 0.88940
N 1.88707 1.60672 0.77889
C 3.21571 1.43156 0.86178
C 3.92130 0.11883 0.81891
C 3.82113 2.67274 1.03655
C 2.80067 3.60440 1.04521
C 2.87039 5.08432 1.20852
N -0.57228 2.71480 1.99379
N -0.68348 1.35768 1.91612
C -1.30624 0.96908 3.03908
C -1.58129 -0.42954 3.45375
C -1.60398 2.08450 3.81920
C -1.11925 3.17480 3.12659
C -1.14292 4.61997 3.49116
H -0.89346 1.29451 -4.21100
H 0.08136 0.25661 -3.17736
H -1.69019 0.17831 -3.11857
H -1.72504 3.56931 -3.37684
H -1.75329 5.85007 -1.91089
H -1.90655 5.53092 -0.18104
H -0.33266 5.93089 -0.86512
H 0.17854 4.63704 1.10593
H 3.29551 -0.70222 1.16160
H 4.25915 -0.11639 -0.19019
H 4.80057 0.17031 1.45993
H 4.87439 2.86241 1.15395
H 3.90975 5.39140 1.29923
H 2.43576 5.59770 0.35083
H 2.33690 5.41232 2.10071
H -1.76992 -1.08145 2.60659
H -0.74377 -0.83979 4.01730
H -2.45563 -0.44505 4.09995
H -2.10484 2.08497 4.77238
H -1.58995 4.73680 4.47575
H -0.13818 5.04066 3.51877
H -1.72858 5.20199 2.77909
S -0.70948 -4.49570 -5.03663
C -0.48315 -3.45128 -3.81751
S -1.77564 -2.85372 -2.80944
C -0.76124 -1.95579 -1.72087
C 0.54399 -1.87712 -2.00222
S 1.65103 -0.87695 -1.09368
S 1.07035 -2.75782 -3.40513
S -1.42059 -1.17442 -0.29503
C -4.68290 -3.79421 -0.02084
Ge -3.72372 -3.31653 1.61429
C -3.96690 -4.61706 3.04242
C -4.45043 -1.56700 2.10006
Ge -1.31173 -3.20727 1.03380
C -0.65169 -4.58546 -0.16418
C 0.72584 -4.67998 -0.37988
C 1.24392 -5.63552 -1.24171
C 0.39406 -6.51869 -1.89196
C -0.97471 -6.44775 -1.67710
C -1.49092 -5.48529 -0.82250
C 0.18868 -3.00655 2.27372
C 0.99135 -1.89059 2.44963
C 2.04985 -1.86504 3.33986
C 2.33031 -3.00228 4.08643
C 1.55176 -4.13926 3.92737
C 0.49329 -4.14140 3.02867
H -5.74878 -3.81317 0.21367
H -4.41829 -4.76664 -0.42440
H -4.52013 -3.03287 -0.78498
H -5.02615 -4.71146 3.28326
H -3.43851 -4.29231 3.93910
H -3.59096 -5.59743 2.75127
H -5.48223 -1.54565 1.74551
H -3.92232 -0.73734 1.63037
H -4.46010 -1.41987 3.17759
H 1.40423 -3.99397 0.11386
H 2.31226 -5.68865 -1.40697
H 0.79771 -7.26120 -2.56780
H -1.64119 -7.13262 -2.18446
H -2.55978 -5.43844 -0.67991
H 0.76375 -0.98492 1.87678
H 2.64264 -0.96770 3.46152
H 3.15461 -3.00092 4.78728
H 1.76864 -5.03036 4.50163
H -0.08968 -5.04947 2.91330
```

Summary:
E_LUMO (spin up / spin down) ... -3.551 / -3.550 eV
Relative energy (zero: lowest compared OMol25 entry of this formula, charge and spin) ... 0.0000 eV
Kohn-Sham gap (spin up / spin down) ... 6.5 / 6.5 eV
Charge ... +1
E ... -214550.3177 eV

# 5
Density functional theory data (ωB97M-V with the def2-TZVPD basis set) for a molecular structure, C33H41Br3F2O15.

The geometry in XYZ format:
```
94
Properties=species:S:1:pos:R:3
C 24.58526 12.67303 27.01686
C 24.13178 13.52855 25.77237
C 24.28809 15.08784 26.03954
O 25.07168 15.51976 24.93972
C 25.58669 14.44948 24.30762
O 26.41265 14.48200 23.47088
O 25.11966 13.30263 24.82406
H 23.78172 12.70906 27.75247
H 25.49000 13.04775 27.49555
H 24.71027 11.60216 26.85652
H 23.18132 13.28246 25.29890
H 24.78404 15.35614 26.97236
H 23.33978 15.62449 26.06788
C 23.16216 9.12733 28.00524
C 21.74036 8.47641 28.16622
C 21.39119 7.38478 27.20378
O 21.06613 6.27469 28.08073
C 21.16811 6.68032 29.35731
O 20.73291 6.15396 30.34745
O 21.83452 7.79981 29.40080
H 23.44667 9.87913 28.74141
H 23.17282 9.56366 27.00645
H 23.91391 8.33833 28.02664
H 20.93367 9.20863 28.13164
H 22.31114 7.27194 26.63014
H 20.65182 7.70630 26.47026
C 17.83319 12.16137 23.35724
C 17.43867 12.98636 22.19056
C 18.49062 12.94745 21.06031
O 17.59517 12.84569 19.94182
C 16.36170 12.56823 20.26817
O 15.40158 12.35479 19.50535
O 16.33036 12.40091 21.59777
H 18.61657 12.60721 23.97013
H 18.15773 11.21203 22.93117
H 16.99985 12.01997 24.04546
H 17.12264 13.96440 22.55340
H 19.18677 12.11200 21.13447
H 19.13262 13.82822 21.07359
C 20.48808 20.07482 28.13742
C 20.27535 19.02923 27.07514
C 21.59546 18.61665 26.34757
O 21.60692 17.25290 26.31669
C 20.68001 16.83963 27.13528
O 20.59163 15.61503 27.35061
O 19.92185 17.77318 27.60383
H 21.16513 19.71904 28.91404
H 19.58271 20.26514 28.71378
H 20.57004 21.09284 27.75663
H 19.53435 19.46777 26.40679
H 22.37336 19.06118 26.96835
H 21.59550 19.12396 25.38282
C 18.28738 17.81070 24.09893
C 18.40912 16.59351 23.13700
C 19.33774 16.70524 21.92364
O 20.42080 15.79060 22.18928
C 20.17948 15.19326 23.33697
O 20.89416 14.37414 23.85315
O 19.10732 15.61453 23.89342
H 17.92401 17.61571 25.10791
H 17.62223 18.60444 23.75884
H 19.26780 18.24533 24.29381
H 17.42101 16.19770 22.90231
H 19.76686 17.69585 21.77313
H 18.69872 16.42690 21.08562
F 13.36320 15.07145 28.40282
C 14.56057 14.99233 27.68358
C 15.78995 14.92770 28.32266
C 16.97078 14.75513 27.62710
C 16.87901 14.62562 26.26515
C 15.62887 14.80250 25.54996
C 14.47343 14.92315 26.28451
H 15.71773 15.06640 29.39128
H 17.86806 14.73810 28.22794
H 17.86607 14.56365 25.83123
H 15.53718 14.82068 24.47402
H 13.54830 15.12884 25.76662
F 20.20195 17.35315 30.55117
C 19.97236 16.23726 31.30613
C 19.56074 16.36361 32.57153
C 19.52397 15.28071 33.44386
C 19.80337 14.01052 32.94599
C 20.09563 13.83909 31.60324
C 20.12381 14.97491 30.73104
H 19.36428 17.34708 32.97228
H 19.25382 15.38250 34.48456
H 19.81216 13.24903 33.71179
H 20.34402 12.84032 31.27590
H 20.39955 14.83468 29.69629
C 20.05213 11.93375 26.65910
Br 21.22562 11.00777 25.32184
Br 20.75220 11.91264 28.49767
Br 18.28523 10.95222 26.54572
H 20.08299 12.98002 26.35501
```

Summary:
E_LUMO ... -0.771 eV
Kohn-Sham gap ... 8.8 eV
E ... -281159.0442 eV